Computed, not measured: 2 unconnected molecules or ions with the total composition C13H19F4N3O5P in a non-equilibrium geometry, with ωB97M-V with the def2-TZVPD basis set.

Bonds (Å) are listed after each position.
Cartesian coordinates (Å):
1 C -0.64232 -2.45518 -4.24639  O2 1.414, H23 1.090, H24 1.086, H25 1.087
2 O -0.77510 -2.92694 -2.92051  C1 1.414, C3 1.426
3 C 0.44453 -2.94328 -2.18098  O2 1.426, C4 1.496, H26 1.087, H27 1.090
4 C 0.65995 -1.69692 -1.38260  C3 1.496, C5 1.379, C18 1.441
5 C 1.92528 -1.14902 -1.38884  C4 1.379, N6 1.362, H28 1.077
6 N 2.18692 -0.01804 -0.67689  C5 1.362, P7 1.734, N10 1.368
7 P 3.78639 0.64940 -0.63164  N6 1.734, N8 1.719, O9 1.633
8 N 3.94192 0.79604 1.07421  P7 1.719, H29 1.019, H30 1.017
9 O 3.52401 2.19352 -1.09411  P7 1.633, H31 0.971
10 N 1.22822 0.65748 0.02772  N6 1.368, C11 1.323
11 C 0.01156 0.13851 0.03189  N10 1.323, C12 1.513, C18 1.405
12 C -0.96393 0.96960 0.83656  C11 1.513, C13 1.527, H32 1.082, H33 1.085
13 C -0.56647 2.44379 0.84459  C12 1.527, C14 1.520, H34 1.083, H35 1.085
14 C 0.42204 2.85671 1.92355  C13 1.520, F15 1.324, F16 1.339, F17 1.357
15 F -0.05393 3.91241 2.56568  C14 1.324
16 F 0.66523 1.90049 2.82909  C14 1.339
17 F 1.62906 3.22569 1.42636  C14 1.357
18 C -0.37217 -1.04967 -0.61327  C4 1.441, C11 1.405, C19 1.503
19 C -1.76653 -1.59897 -0.49415  C18 1.503, C20 1.534, H36 1.082, H37 1.088
20 C -1.87323 -3.03419 0.03806  C19 1.534, C21 1.505, H38 1.084, H39 1.091
21 C -1.13272 -3.28805 1.32394  C20 1.505, F22 1.386, H40 1.088, H41 1.091
22 F 0.23490 -3.40728 1.12999  C21 1.386
23 H -0.69122 -3.29014 -4.94560  C1 1.090
24 H 0.27144 -1.88808 -4.40002  C1 1.086
25 H -1.49706 -1.81940 -4.46466  C1 1.087
26 H 0.40643 -3.82338 -1.54370  C3 1.087
27 H 1.27284 -3.09119 -2.87312  C3 1.090
28 H 2.71515 -1.62941 -1.94072  C5 1.077
29 H 3.90417 1.77457 1.35423  N8 1.019
30 H 3.13595 0.37098 1.52575  N8 1.017
31 H 2.96323 2.65264 -0.44734  O9 0.971
32 H -1.92296 0.91130 0.33958  C12 1.082
33 H -1.06308 0.56774 1.83901  C12 1.085
34 H -0.13583 2.71659 -0.11058  C13 1.083
35 H -1.42761 3.08906 0.97967  C13 1.085
36 H -2.31533 -0.98905 0.21195  C19 1.082
37 H -2.29214 -1.53599 -1.44519  C19 1.088
38 H -1.58963 -3.78178 -0.69318  C20 1.084
39 H -2.92619 -3.21463 0.25854  C20 1.091
40 H -1.33414 -2.53531 2.08307  C21 1.088
41 H -1.46409 -4.24114 1.73779  C21 1.091
42 C -2.10857 5.92953 3.52929  O43 1.246, O44 1.276, O45 1.282
43 O -1.34976 6.91539 3.46860  C42 1.246
44 O -2.38840 5.31811 4.61381  C42 1.276
45 O -2.67683 5.41747 2.50056  C42 1.282

Output
- Frontier orbital gap: 1.74 eV
- Total charge: -1
- Total energy: -48653.2520 eV
- Highest occupied orbital energy: -2.0 eV
- E_LUMO: -0.2947 eV